Record 1
117
Properties=species:S:1:pos:R:3:forces:R:3 method="wB97M-V/def2-TZVPD" homo_energy_ev=-10.09 charge=0
C 1.508 4.038 3.924 -0.305 -1.284 0.044
C 1.712 2.762 2.864 -0.288 1.217 -0.198
O 2.047 1.500 3.584 0.851 2.240 0.303
C 0.356 2.492 1.983 0.494 -0.471 -0.388
C -1.011 2.269 2.860 1.087 0.381 0.454
O -2.142 2.805 2.032 -1.601 1.627 4.123
C -2.898 3.670 2.994 0.655 5.676 0.909
O -2.563 4.961 3.240 -1.957 -8.942 -1.864
O -4.031 3.086 3.755 2.075 1.161 -3.002
P -1.309 0.409 3.355 -0.659 -1.480 -3.364
O -1.550 -0.535 2.108 0.648 2.517 3.294
H 1.185 3.519 4.949 0.799 1.371 -2.034
H 2.525 4.632 4.041 -2.360 -1.167 -0.174
H 0.610 4.727 3.578 2.061 -1.285 0.646
H 2.595 3.061 2.118 -2.045 -0.815 1.529
H 2.798 1.722 4.233 -1.600 -0.416 -1.518
H 0.142 3.380 1.219 0.526 -1.769 1.915
H 0.580 1.544 1.297 -0.680 1.956 1.718
H -1.024 2.863 3.869 0.510 -1.017 -1.801
H -4.873 3.129 3.203 1.506 -0.154 0.686
H -0.141 0.036 4.148 -0.935 0.530 -0.477
H -2.453 0.460 4.276 1.044 0.049 -0.651
C -3.831 -2.928 0.844 0.078 0.272 -0.007
Br -4.465 -3.167 2.668 0.156 0.010 -0.459
Br -2.338 -4.107 0.437 -0.346 0.240 0.097
Br -5.270 -3.109 -0.452 0.373 -0.006 0.371
H -3.459 -1.902 0.767 -0.065 -0.396 0.116
C 5.747 1.896 2.457 0.286 -0.173 -0.065
Br 5.122 3.162 3.795 0.203 -0.252 -0.252
Br 5.654 0.061 3.098 -0.066 0.562 -0.144
Br 4.821 2.118 0.761 0.219 -0.102 0.401
H 6.804 2.118 2.276 -0.498 -0.058 0.091
C 4.502 -4.008 1.374 0.052 -0.175 -0.245
Br 4.666 -3.656 3.280 -0.098 -0.080 -0.322
Br 2.692 -4.530 0.888 0.490 0.294 0.191
Br 5.136 -2.512 0.305 -0.219 -0.406 0.257
H 5.152 -4.860 1.150 -0.304 0.356 0.104
C -0.946 0.085 -1.370 0.024 -0.235 0.162
Br 0.203 1.654 -1.335 -0.324 -0.398 -0.379
Br -2.830 0.567 -1.304 0.571 -0.053 0.070
Br -0.548 -1.072 -2.882 -0.107 0.346 0.337
H -0.731 -0.489 -0.463 -0.155 0.278 -0.246
C -7.554 -0.642 -3.377 0.078 -0.031 -0.126
Br -7.897 -2.491 -2.879 0.045 0.595 0.292
Br -9.078 0.505 -2.996 0.328 -0.278 -0.082
Br -5.919 0.034 -2.569 -0.534 -0.175 -0.272
H -7.405 -0.626 -4.462 -0.084 -0.018 0.463
C -8.904 -4.733 -6.127 0.133 -0.128 0.213
Br -9.456 -5.431 -7.857 0.082 0.202 0.402
Br -7.876 -3.091 -6.304 -0.258 -0.423 -0.392
Br -10.414 -4.515 -4.919 0.351 -0.054 -0.398
H -8.241 -5.479 -5.678 -0.284 0.342 -0.225
C 3.747 -7.535 -1.932 -0.219 -0.131 0.180
Br 4.137 -8.761 -3.392 -0.063 0.376 0.365
Br 5.341 -6.593 -1.334 -0.317 -0.184 -0.195
Br 2.307 -6.309 -2.382 0.402 -0.349 -0.007
H 3.399 -8.142 -1.090 0.159 0.290 -0.350
C 1.047 -8.041 3.083 -0.139 -0.095 0.168
Br 1.437 -9.266 1.624 -0.052 0.344 0.302
Br 2.641 -7.098 3.682 -0.359 -0.173 -0.103
Br -0.393 -6.814 2.633 0.425 -0.237 0.065
H 0.699 -8.647 3.926 0.180 0.269 -0.390
C 2.495 3.342 -4.113 -0.240 0.078 0.109
Br 3.476 4.537 -5.293 -0.165 -0.355 0.246
Br 1.680 1.869 -5.089 0.236 0.385 0.249
Br 3.600 2.711 -2.641 -0.171 0.142 -0.445
H 1.679 3.925 -3.674 0.334 -0.262 -0.205
C -0.179 7.772 2.474 -0.136 -0.262 0.036
Br -1.234 9.373 2.801 0.564 -0.223 -0.004
Br 0.129 7.483 0.575 -0.055 0.113 0.474
Br 1.483 7.782 3.484 -0.376 0.132 -0.277
H -0.768 6.922 2.835 0.161 0.327 -0.159
C 6.113 -7.367 5.508 -0.160 0.077 -0.163
Br 6.908 -8.386 4.054 -0.199 0.256 0.419
Br 4.995 -8.480 6.645 0.377 0.247 -0.213
Br 7.455 -6.402 6.534 -0.317 -0.283 -0.195
H 5.459 -6.616 5.052 0.267 -0.276 0.201
C 1.678 -3.854 6.240 -0.094 -0.079 -0.307
Br 3.505 -4.318 6.721 -0.396 0.091 0.007
Br 0.393 -5.117 6.974 0.380 0.345 -0.159
Br 1.247 -2.019 6.721 0.141 -0.453 -0.073
H 1.607 -3.924 5.149 0.053 0.015 0.433
C 2.058 8.066 -4.526 0.176 -0.124 -0.106
Br 2.223 8.418 -2.620 -0.091 -0.076 -0.437
Br 0.249 7.544 -5.012 0.435 0.125 0.157
Br 2.693 9.562 -5.596 -0.227 -0.408 0.344
H 2.708 7.214 -4.751 -0.325 0.376 0.124
C 4.009 -0.631 -7.028 -0.127 0.163 0.038
Br 3.168 -2.010 -8.113 0.246 0.313 0.282
Br 4.290 -1.223 -5.196 -0.051 0.115 -0.484
Br 5.651 0.026 -7.837 -0.400 -0.204 0.215
H 3.312 0.212 -6.987 0.332 -0.363 -0.001
C -6.505 -5.989 -10.319 -0.158 0.146 0.071
Br -5.524 -4.793 -11.499 -0.213 -0.349 0.292
Br -7.320 -7.461 -11.295 0.240 0.360 0.253
Br -5.400 -6.619 -8.847 -0.274 0.149 -0.389
H -7.321 -5.406 -9.880 0.383 -0.267 -0.173
C -8.197 2.410 0.410 -0.265 -0.245 -0.109
Br -8.540 0.561 0.909 0.139 0.517 -0.075
Br -9.722 3.557 0.792 0.458 -0.294 -0.053
Br -6.562 3.086 1.219 -0.428 -0.305 -0.173
H -8.048 2.427 -0.674 0.031 0.000 0.458
C 8.213 -9.549 9.022 -0.136 0.144 -0.111
Br 9.008 -10.568 7.567 -0.204 0.262 0.397
Br 7.095 -10.663 10.159 0.318 0.260 -0.285
Br 9.555 -8.585 10.048 -0.322 -0.279 -0.255
H 7.559 -8.799 8.566 0.276 -0.321 0.180
C 3.395 13.305 -7.651 -0.175 0.160 0.071
Br 4.376 14.500 -8.831 -0.217 -0.348 0.291
Br 2.580 11.832 -8.627 0.263 0.363 0.230
Br 4.500 12.674 -6.179 -0.227 0.165 -0.424
H 2.579 13.888 -7.211 0.381 -0.278 -0.201
C -5.553 7.055 1.185 -0.025 -0.096 0.226
Br -5.163 5.829 -0.275 0.124 0.602 0.165
Br -3.959 7.997 1.783 -0.592 -0.315 -0.308
Br -6.993 8.282 0.735 0.363 -0.305 0.064
H -5.901 6.448 2.028 0.111 0.249 -0.384

***

Record 2
64
Properties=species:S:1:pos:R:3:forces:R:3 method="wB97M-V/def2-TZVPD" multiplicity=5 s_squared=6.0202 homo_energy_ev="-7.09 / -7.95" charge=0
Rh -0.366 1.419 0.528 -0.210 0.266 0.157
C -3.317 4.619 2.407 -0.050 -0.017 0.038
C -2.144 3.776 1.971 0.302 0.225 0.421
S -2.342 2.877 0.572 -0.046 -0.142 -0.295
C -0.953 3.794 2.726 -0.475 0.228 -0.130
C -0.850 4.625 3.979 0.086 -0.009 0.030
S 0.424 2.918 2.311 0.121 -0.161 -0.093
H -4.158 4.485 1.732 0.017 -0.013 -0.032
H -3.062 5.680 2.433 0.018 0.010 -0.030
H -3.641 4.338 3.411 -0.006 -0.007 -0.003
H -1.672 5.323 4.099 -0.038 0.019 -0.025
H 0.082 5.190 3.983 0.022 -0.031 -0.013
H -0.831 3.974 4.856 -0.009 -0.017 -0.012
C 5.166 -1.571 -1.475 0.053 -0.030 -0.018
C 3.934 -0.674 -1.474 -0.019 0.042 0.016
C 3.708 -0.055 -0.100 0.197 -0.137 -0.067
S 2.197 0.897 -0.005 -0.201 -0.537 -0.067
O 1.153 0.031 -0.712 0.153 0.619 0.274
C 2.606 2.302 -1.074 0.078 0.056 -0.098
C 1.599 2.465 -2.201 -0.161 0.071 -0.001
C 1.950 3.670 -3.065 -0.009 0.000 -0.079
H 5.321 -2.018 -2.456 -0.023 0.006 -0.017
H 5.059 -2.383 -0.756 -0.022 -0.015 0.025
H 6.070 -1.017 -1.218 0.001 0.034 0.012
H 3.046 -1.245 -1.747 -0.014 -0.015 0.026
H 4.043 0.113 -2.224 0.029 0.004 -0.006
H 4.512 0.615 0.213 0.049 0.006 -0.011
H 3.597 -0.826 0.665 -0.010 -0.022 0.007
H 3.619 2.179 -1.459 0.002 0.009 -0.043
H 2.585 3.167 -0.407 0.041 0.013 -0.028
H 0.592 2.603 -1.785 0.067 -0.015 0.013
H 1.549 1.549 -2.792 0.075 0.023 -0.004
H 1.900 4.596 -2.492 -0.003 0.013 0.040
H 1.258 3.760 -3.902 -0.022 0.002 0.002
H 2.957 3.589 -3.476 0.016 -0.040 0.000
Cl -4.978 -2.588 -1.142 0.057 -0.007 -0.020
C -3.443 -2.009 -1.751 -0.147 0.083 -0.090
C -3.444 -0.858 -2.511 0.053 -0.018 -0.060
C -2.244 -0.352 -2.985 -0.054 -0.153 0.077
C -1.072 -1.032 -2.707 0.014 0.033 -0.066
C -1.097 -2.193 -1.958 0.214 -0.058 -0.095
Cl 0.411 -3.037 -1.739 -0.046 0.032 -0.037
C -2.277 -2.710 -1.422 -0.136 0.081 0.008
N -2.332 -3.862 -0.647 -0.108 -0.239 0.006
C -1.448 -4.041 0.470 0.033 0.017 -0.027
C -0.629 -5.163 0.484 0.019 -0.028 0.005
C 0.275 -5.365 1.509 -0.010 0.047 0.033
C 0.375 -4.423 2.527 -0.025 -0.007 -0.032
C -0.459 -3.319 2.526 -0.060 -0.036 0.015
C -1.403 -3.126 1.517 0.059 0.101 0.165
C -2.354 -1.952 1.627 -0.115 -0.196 0.028
C -1.678 -0.656 1.262 0.062 0.068 -0.105
O -1.896 -0.140 0.133 -0.064 -0.024 0.120
O -0.873 -0.117 2.069 0.086 -0.224 0.108
H -4.382 -0.361 -2.711 -0.011 0.025 0.001
H -2.224 0.557 -3.568 -0.013 0.045 -0.031
H -0.119 -0.676 -3.071 0.008 0.005 0.014
H -3.284 -4.137 -0.442 0.076 0.015 -0.051
H -0.695 -5.848 -0.350 -0.002 -0.024 -0.005
H 0.911 -6.240 1.507 0.012 -0.021 0.002
H 1.088 -4.557 3.329 0.029 -0.011 0.008
H -0.403 -2.588 3.323 0.019 0.000 0.022
H -2.691 -1.886 2.663 0.012 0.053 -0.025
H -3.224 -2.086 0.988 0.028 0.001 0.040

***

Record 3
60
Properties=species:S:1:pos:R:3:forces:R:3 method="wB97M-V/def2-TZVPD" multiplicity=2 s_squared=0.7585 homo_energy_ev="-16.39 / -16.36" charge=+3
V 0.346 0.115 -0.185 0.165 0.054 -0.130
Cl -0.154 2.440 -0.124 -0.268 0.123 0.192
C -1.626 2.737 0.907 0.377 -0.084 -0.272
C -1.984 4.046 1.107 -0.147 -0.052 0.104
C -3.120 4.267 1.885 0.042 0.042 -0.032
C -3.830 3.202 2.420 -0.015 0.009 0.008
C -3.420 1.895 2.196 0.032 -0.042 -0.021
C -2.286 1.636 1.426 -0.140 0.144 0.089
P -1.674 -0.019 1.078 0.027 -0.127 -0.120
C -2.898 -1.232 1.550 -0.030 0.014 0.039
C -2.900 -1.802 2.825 0.006 0.005 0.010
C -3.895 -2.705 3.168 0.005 0.016 -0.015
C -4.887 -3.027 2.252 0.003 -0.002 -0.001
C -4.890 -2.456 0.985 -0.009 -0.012 0.004
C -3.894 -1.562 0.628 0.005 -0.005 -0.023
C -0.204 -0.202 2.144 -0.065 0.107 0.068
C 0.664 -1.267 1.853 0.062 -0.150 0.027
C 1.867 -1.415 2.550 -0.016 -0.020 -0.063
C 2.211 -0.496 3.525 0.008 0.007 0.001
C 1.360 0.572 3.812 0.032 0.004 0.027
C 0.169 0.728 3.128 -0.019 -0.010 -0.101
H -1.425 4.865 0.679 0.011 0.012 -0.006
H -3.448 5.282 2.063 -0.004 0.006 0.004
H -4.712 3.390 3.016 -0.004 0.004 0.005
H -3.980 1.067 2.614 0.003 0.001 0.001
H -2.136 -1.546 3.548 0.003 0.007 -0.006
H -3.898 -3.151 4.153 -0.003 -0.004 0.006
H -5.664 -3.727 2.525 -0.004 -0.006 0.007
H -5.667 -2.709 0.278 -0.004 -0.001 -0.004
H -3.906 -1.118 -0.361 0.020 0.015 0.003
H 0.346 -2.057 1.167 -0.025 -0.022 0.065
H 2.501 -2.271 2.354 0.008 -0.001 0.013
H 3.129 -0.613 4.084 0.012 -0.015 -0.003
H 1.626 1.277 4.589 0.004 0.005 0.006
H -0.489 1.554 3.368 0.001 0.000 -0.003
N 3.705 -0.206 -5.088 -0.006 -0.015 -0.009
C 3.372 0.544 -3.798 -0.003 -0.010 -0.029
C 4.091 -0.111 -2.599 0.010 0.000 0.002
C 3.143 -0.781 -1.591 -0.022 0.019 0.028
N 2.554 0.190 -0.605 0.012 0.002 -0.015
C 2.058 -1.535 -2.349 0.023 -0.100 -0.072
C 1.140 -0.612 -3.157 0.006 -0.024 0.001
N -0.034 -0.229 -2.317 -0.042 0.021 0.090
C 1.860 0.667 -3.618 0.011 0.073 0.009
H 4.717 -0.214 -5.252 -0.012 -0.001 -0.008
H 3.275 0.245 -5.903 0.012 -0.007 0.007
H 3.396 -1.182 -5.078 0.004 0.013 0.007
H 3.779 1.537 -3.982 -0.012 -0.013 0.014
H 4.715 0.633 -2.102 -0.015 0.001 0.013
H 4.788 -0.875 -2.952 0.016 -0.001 0.004
H 3.726 -1.495 -1.011 0.001 -0.010 -0.049
H 2.781 1.143 -0.879 -0.005 -0.005 0.007
H 3.048 0.069 0.279 -0.068 0.011 0.036
H 1.463 -2.170 -1.685 -0.003 0.053 0.029
H 2.552 -2.247 -3.018 -0.007 0.005 0.012
H 0.764 -1.155 -4.027 0.037 0.012 0.003
H -0.717 -0.989 -2.351 0.008 -0.006 0.029
H -0.527 0.560 -2.736 -0.003 -0.014 0.014
H 1.723 1.447 -2.863 -0.006 -0.019 0.001
H 1.398 1.069 -4.523 -0.008 -0.008 0.000